Formula: C8H11N3
Source: OMol25
Level of theory: wB97M-V/def2-TZVPD

Structure (XYZ):
```
22
Properties=species:S:1:pos:R:3:forces:R:3:nbo_charge:R:1
C -3.214 -2.739 -0.436 0.199 -0.311 -0.652 -0.29
C -4.285 -2.326 0.388 0.134 0.747 0.382 -0.31
C -3.814 -1.268 1.143 0.052 -0.329 -0.173 -0.08
N -2.514 -1.067 0.790 0.168 0.638 0.330 -0.50
C -2.130 -1.929 -0.184 -0.333 -0.366 0.263 -0.09
H -3.248 -3.540 -1.158 0.041 0.057 0.024 0.22
H -5.291 -2.706 0.404 -0.002 -0.113 0.004 0.22
H -4.254 -0.630 1.891 -0.186 -0.157 0.003 0.21
H -1.877 -0.448 1.264 -0.026 -0.007 0.003 0.42
H -1.113 -1.904 -0.533 -0.037 -0.231 -0.146 0.20
C 4.162 2.846 -0.739 1.177 -0.458 0.435 -0.71
C 4.521 2.406 0.610 -0.712 -0.024 0.242 0.27
N 4.763 2.083 1.684 0.128 -0.035 -0.042 -0.31
H 3.191 2.500 -1.060 -0.196 0.155 0.128 0.24
H 4.915 2.354 -1.362 -0.126 0.446 -0.394 0.26
H 4.268 3.928 -0.745 -0.137 0.007 -0.427 0.26
C 1.089 0.610 -0.790 -0.170 0.215 0.882 -0.72
C 0.829 -0.023 0.501 0.291 -0.225 -0.333 0.29
N 0.575 -0.512 1.504 -0.117 -0.092 0.346 -0.34
H 0.106 0.697 -1.252 0.274 0.128 -0.497 0.26
H 1.828 0.076 -1.380 -0.219 -0.203 -0.080 0.26
H 1.493 1.589 -0.540 -0.203 0.157 -0.297 0.24
```
Positions in Å, forces in eV/Å.

## Properties
**Relative energy (zero: lowest compared OMol25 entry of this formula, charge and spin)**: 14.3 kcal per mole
**Largest force on an atom**: 1.34 eV/A
**Structure (SMILES)**: c1cc[nH]c1.CC#N.CC#N


Formula: C8H11N3O3
Source: OMol25
Level of theory: wB97M-V/def2-TZVPD

Structure (XYZ):
```
25
Properties=species:S:1:pos:R:3:forces:R:3:nbo_charge:R:1
C 1.682 -1.699 0.173 3.706 -2.118 2.350 -0.25
C 0.724 -2.648 0.011 -0.109 1.281 -0.995 -0.05
C 1.644 -0.317 0.066 -3.177 0.030 -0.468 0.15
C 0.276 0.197 -0.019 0.794 -1.036 0.073 0.08
C -0.625 -2.068 -0.478 0.928 -1.500 2.132 -0.44
C -2.156 0.012 0.045 -0.693 -0.394 2.397 -0.43
C -0.841 -0.726 0.296 -0.056 -3.066 0.161 -0.25
C -1.663 1.437 -0.132 -2.134 1.624 -0.963 0.23
N -0.274 1.395 -0.206 2.230 2.620 0.019 -0.18
N 0.404 2.522 -0.777 -1.932 -1.301 -0.620 -0.63
N 2.822 0.376 0.054 -1.023 -1.220 0.325 0.41
O 2.772 1.585 -0.103 0.368 2.616 -0.223 -0.51
O 3.849 -0.264 0.172 2.455 -0.777 0.158 -0.44
O -2.130 2.418 0.787 0.934 -0.357 1.382 -0.70
H 2.695 -2.033 0.611 -1.546 0.336 -1.219 0.26
H 1.056 -3.714 0.094 -0.939 1.066 -0.026 0.23
H -0.521 -1.898 -1.515 -0.286 0.111 -1.393 0.23
H -1.310 -2.888 -0.242 -0.737 0.616 -0.311 0.22
H -2.730 -0.304 -0.828 0.216 -0.139 0.112 0.23
H -2.828 -0.148 1.019 1.228 0.734 -2.316 0.24
H -0.814 -1.098 1.345 0.064 0.622 -0.221 0.20
H -1.982 1.884 -1.076 -0.358 -0.235 -0.197 0.19
H 1.367 2.324 -0.658 1.359 -0.215 0.065 0.40
H 0.190 3.347 -0.265 -0.523 0.587 0.661 0.36
H -1.609 2.306 1.624 -0.771 0.116 -0.882 0.46
```
Positions in Å, forces in eV/Å.

## Properties
**2S+1**: 3
**Relative energy (zero: lowest compared OMol25 entry of this formula, charge and spin)**: 31.3 kcal per mole
**Largest force on an atom**: 4.87 eV/A


Formula: C8H11N4O
Source: OMol25
Level of theory: wB97M-V/def2-TZVPD

Structure (XYZ):
```
24
Properties=species:S:1:pos:R:3:forces:R:3:nbo_charge:R:1
C -1.204 0.400 0.941 1.436 -0.257 -0.151 -0.22
C -2.612 1.761 -0.617 -0.849 1.203 1.507 0.21
C 0.643 -0.578 -1.829 0.057 1.022 -2.093 0.41
C -0.717 -0.227 -0.124 -3.561 0.551 -2.667 0.13
C 2.703 -0.152 0.329 0.160 -2.203 0.494 0.69
C -2.508 1.205 0.775 0.173 -5.279 -1.431 -0.51
C -1.638 0.025 -1.786 2.132 -2.373 5.087 0.13
C 1.474 -1.209 0.388 3.133 0.901 0.497 -0.34
N -2.213 1.240 -1.682 -0.515 1.896 -1.619 -0.43
N 0.455 -0.853 -0.564 -0.968 0.456 1.887 -0.38
N -0.447 -0.134 -2.557 3.129 -0.261 -0.650 -0.55
N 3.655 -0.409 1.273 1.383 2.417 -0.639 -0.82
O 2.832 0.525 -0.649 -0.066 1.208 -0.324 -0.59
H -0.671 0.413 1.917 -0.512 0.013 -0.714 0.24
H -3.051 2.777 -0.628 0.179 -0.569 -0.475 0.21
H 1.728 -0.547 -2.111 -1.411 -0.442 -0.706 0.29
H -3.249 0.294 0.933 0.681 2.106 -0.428 0.27
H -2.617 1.829 1.583 -0.462 1.889 1.426 0.25
H -2.306 -0.822 -1.927 -0.313 0.168 -0.021 0.22
H 1.232 -1.386 1.451 -1.049 0.359 -0.826 0.26
H 2.040 -2.094 0.108 -0.466 -0.399 -0.453 0.25
H -0.401 0.064 -3.599 0.153 -0.386 1.975 0.46
H 3.532 -1.140 1.911 -0.318 -0.915 1.052 0.40
H 4.558 0.154 1.399 -2.126 -1.106 -0.725 0.44
```
Positions in Å, forces in eV/Å.

## Properties
**Net charge**: +1
**Relative energy (zero: lowest compared OMol25 entry of this formula, charge and spin)**: 39.7 kcal per mole
**Largest force on an atom**: 6.00 eV/A


Formula: C8H11N4O2
Source: OMol25
Level of theory: wB97M-V/def2-TZVPD

Structure (XYZ):
```
25
Properties=species:S:1:pos:R:3:forces:R:3:nbo_charge:R:1
C -1.590 -0.918 -1.870 0.814 0.639 0.793 -0.28
C -0.899 -2.321 -0.034 -1.173 -0.849 0.458 -0.29
C -0.823 0.126 -1.332 -1.351 -4.246 1.740 0.09
C -0.276 -1.262 0.488 1.474 1.872 0.115 0.07
C -1.632 -2.169 -1.227 -0.354 -0.429 -0.210 0.27
C 0.600 1.528 0.411 -0.409 -2.653 -0.262 0.48
C 2.085 0.830 2.368 -2.058 -1.052 -0.175 -0.59
C 1.997 1.273 0.898 -2.173 -3.824 0.165 -0.24
N 0.060 2.510 0.042 1.576 1.362 1.031 -0.06
N 2.859 2.349 0.729 2.123 2.698 -0.973 0.17
N -0.209 -0.080 -0.146 0.748 1.637 -0.289 -0.42
N -2.438 -3.174 -1.678 1.915 2.772 2.844 -0.72
O 2.453 3.333 0.167 0.591 -0.664 0.395 -0.23
O -0.947 3.006 -0.575 -1.283 1.791 -1.685 -0.46
H -2.291 -0.767 -2.655 -0.099 0.347 -0.801 0.24
H -1.015 -3.135 0.671 0.025 -0.524 -0.606 0.25
H -0.902 1.105 -1.598 0.021 2.277 -1.421 0.22
H 0.275 -1.275 1.419 -0.261 -0.327 0.098 0.22
H 1.471 -0.074 2.548 -0.115 0.596 -0.350 0.21
H 1.708 1.576 3.032 -0.109 0.671 0.397 0.23
H 3.008 0.472 2.705 1.871 0.125 -0.010 0.25
H 2.302 0.351 0.286 0.290 1.535 0.561 0.28
H -2.741 -3.205 -2.561 -1.404 0.104 -3.888 0.40
H -2.408 -4.005 -1.208 0.029 -2.435 1.314 0.39
H -0.647 3.924 -0.879 -0.687 -1.422 0.760 0.52
```
Positions in Å, forces in eV/Å.

## Properties
**Net charge**: +1
**Relative energy (zero: lowest compared OMol25 entry of this formula, charge and spin)**: 156.7 kcal per mole
**Largest force on an atom**: 4.78 eV/A


Formula: C8H11N4OP
Source: OMol25
Level of theory: wB97M-V/def2-TZVPD

Structure (XYZ):
```
25
Properties=species:S:1:pos:R:3:forces:R:3:nbo_charge:R:1
C 3.150 1.004 1.056 -0.331 1.929 1.487 -0.20
C 4.324 0.402 0.510 -0.116 -2.779 -0.647 -0.23
C 4.205 -0.823 -0.213 1.530 1.615 0.202 -0.19
C 2.912 -1.340 -0.323 -1.723 -0.067 0.388 0.02
N 2.484 -2.571 -0.670 1.037 -0.788 -0.473 -0.23
N 1.221 -2.585 -0.405 -0.031 -0.495 -0.630 -0.08
N 0.663 -1.504 0.038 1.310 1.495 0.478 -0.30
C 1.746 -0.653 0.153 -0.114 -0.520 0.121 0.14
C 1.840 0.572 0.851 3.899 -2.035 -1.734 -0.23
H 3.281 1.889 1.783 -0.095 -1.346 -1.430 0.22
H 5.370 0.643 0.783 -1.018 0.590 -0.208 0.23
H 5.119 -1.320 -0.680 -1.484 0.587 0.911 0.24
H 0.695 -3.440 -0.555 -0.224 0.246 0.059 0.43
H 0.988 0.976 1.203 -2.398 1.719 1.433 0.22
C -3.005 -0.760 -1.050 0.916 -2.864 0.548 -0.46
N -2.274 -0.468 0.174 -0.384 0.883 1.412 -0.78
C -2.103 0.942 0.481 0.986 -0.696 -1.683 -0.41
P -1.583 -1.627 1.218 -0.201 3.285 0.061 1.50
O -1.770 -2.911 0.587 -0.412 -2.850 -0.948 -1.12
H -2.460 -0.323 -1.923 -0.298 -0.598 0.486 0.19
H -2.782 -1.962 -0.863 -1.570 2.482 -2.060 0.26
H -4.103 -0.413 -1.140 1.640 -0.725 0.728 0.20
H -1.602 1.378 -0.412 0.282 0.097 0.727 0.18
H -3.037 1.426 0.490 -1.398 0.690 0.513 0.19
H -1.550 1.095 1.395 0.197 0.148 0.257 0.20
```
Positions in Å, forces in eV/Å.

## Properties
**Relative energy (zero: lowest compared OMol25 entry of this formula, charge and spin)**: 39.5 kcal per mole
**Largest force on an atom**: 4.73 eV/A
**Structure (SMILES)**: c1ccc2n[nH]nc2c1.CN(C)P=O


Formula: C8H11N5
Source: OMol25
Level of theory: wB97M-V/def2-TZVPD

Structure (XYZ):
```
24
Properties=species:S:1:pos:R:3:forces:R:3:nbo_charge:R:1
C -2.767 1.139 0.677 -1.967 -1.230 -1.434 0.43
C -0.291 0.080 -0.038 -4.004 -2.973 -0.345 -0.14
C 0.884 -0.535 0.215 -1.525 -1.958 -1.053 0.19
C -0.560 1.450 0.072 0.451 -1.872 0.085 0.35
C -2.070 -0.877 -0.247 7.216 1.611 -0.857 0.65
C 2.106 0.150 0.559 2.734 0.083 0.708 -0.53
C 2.502 1.322 -0.485 1.422 -0.363 2.107 -0.30
C 0.886 -2.067 0.118 2.393 -0.570 3.136 -0.70
N 0.365 2.213 -0.382 1.295 2.425 -0.526 -0.05
N 1.464 2.186 -0.855 -0.655 -0.270 -1.236 0.16
N -2.903 -0.078 0.205 -3.301 0.990 1.664 -0.51
N -1.755 1.936 0.460 0.170 1.103 0.620 -0.50
N -2.063 -1.928 -1.001 -1.187 -1.161 0.210 -0.70
H -3.658 1.639 1.012 -0.268 -0.099 0.690 0.25
H 2.047 0.595 1.580 -0.148 -0.128 -0.638 0.29
H 2.946 -0.675 0.646 -1.316 2.073 -0.438 0.29
H 3.232 2.072 -0.032 -0.173 -1.225 -0.375 0.32
H 2.949 0.885 -1.393 -0.129 0.628 0.031 0.29
H 1.859 -2.424 0.712 -1.771 0.490 -1.966 0.27
H 0.772 -2.551 -0.846 0.547 0.370 -0.385 0.26
H 0.158 -2.563 0.777 -0.386 0.632 -0.151 0.27
H -1.949 2.922 0.604 0.566 0.259 0.019 0.48
H -1.197 -2.451 -1.191 -0.735 0.634 0.140 0.45
H -2.956 -2.440 -1.170 0.769 0.551 -0.006 0.46
```
Positions in Å, forces in eV/Å.

## Properties
**Net charge**: +2
**Relative energy (zero: lowest compared OMol25 entry of this formula, charge and spin)**: 130.8 kcal per mole
**Largest force on an atom**: 7.44 eV/A


Formula: C8H11N5
Source: OMol25
Level of theory: wB97M-V/def2-TZVPD

Structure (XYZ):
```
24
Properties=species:S:1:pos:R:3:forces:R:3:nbo_charge:R:1
C 0.967 2.194 1.420 -0.534 0.759 -0.590 -0.22
C 0.764 1.972 2.791 -0.354 -0.373 -1.454 0.18
C 0.644 1.073 0.707 -0.240 -1.139 -0.195 -0.06
C 0.400 -0.007 1.680 1.254 6.576 0.276 0.47
C 0.016 -2.243 0.797 -0.260 1.815 4.536 0.06
C 0.117 -2.424 -0.535 0.587 0.988 -5.081 0.50
C -1.354 -0.021 -1.875 -0.747 -1.578 -0.747 0.33
C 0.598 0.910 -0.805 -2.167 1.682 -0.151 -0.27
N 0.182 -1.233 1.668 -1.143 -5.953 -1.212 -0.45
N 0.410 0.702 2.956 0.667 -0.594 -1.024 -0.49
N -0.251 -0.254 -1.272 2.897 1.082 1.341 -0.42
N 0.535 -3.144 -1.536 1.236 0.013 2.598 -0.64
N -2.030 1.065 -2.211 -1.060 2.131 -1.463 -0.76
H 1.168 3.206 1.110 0.157 -0.096 -0.602 0.26
H 0.707 2.815 3.438 0.206 -0.177 1.249 0.26
H -0.457 -3.033 1.368 -0.292 -0.882 -0.467 0.29
H -1.766 -0.984 -2.181 -0.846 0.469 -0.134 0.22
H -0.002 1.812 -1.283 1.624 -1.330 1.249 0.22
H 1.636 1.045 -1.140 -0.371 -0.947 -0.639 0.27
H 0.553 0.252 3.824 -0.419 -0.876 1.023 0.45
H 0.549 -2.858 -2.516 -0.806 0.091 0.196 0.47
H 1.212 -3.923 -1.333 -0.627 0.703 -0.259 0.45
H -2.840 0.994 -2.871 1.042 -0.526 1.058 0.45
H -1.759 2.084 -2.198 0.196 -1.837 0.493 0.44
```
Positions in Å, forces in eV/Å.

## Properties
**2S+1**: 3
**Net charge**: +2
**Relative energy (zero: lowest compared OMol25 entry of this formula, charge and spin)**: 0.0 kcal per mole
**Largest force on an atom**: 6.70 eV/A


Formula: C8H11N7
Source: OMol25
Level of theory: wB97M-V/def2-TZVPD

Structure (XYZ):
```
26
Properties=species:S:1:pos:R:3:forces:R:3:nbo_charge:R:1
N -2.466 -4.781 2.108 0.005 8.781 -1.635 -0.02
N -2.318 -2.298 1.651 -0.744 -3.654 0.477 -0.33
N -0.557 -0.889 1.132 -0.974 1.424 4.566 -0.28
N -1.047 -2.309 -0.542 0.581 0.536 2.270 -0.45
N -2.415 -3.595 1.865 1.148 -4.026 0.061 0.22
C -1.309 -1.830 0.720 -2.615 -2.742 0.511 0.39
C 0.049 -1.613 -0.729 0.804 -0.381 -3.502 0.16
N 0.527 2.679 0.011 -1.618 0.785 -1.899 -0.42
N 0.364 -0.742 0.264 1.064 -1.461 -3.990 -0.17
C 1.835 3.342 0.278 -0.031 -1.064 0.853 -0.23
C 0.140 2.062 1.262 -0.135 0.022 -0.314 -0.25
C 2.547 2.278 1.168 -1.250 0.211 1.634 -0.44
C 0.701 1.451 -0.852 1.861 1.220 0.882 -0.25
C 1.431 1.247 1.403 -1.367 -1.281 0.865 -0.23
C 1.258 0.364 0.108 2.092 1.132 1.471 -0.07
H 0.492 -1.736 -1.735 0.518 0.619 1.000 0.21
H 2.417 3.489 -0.621 -0.241 0.277 -0.368 0.20
H 1.773 4.299 0.856 -0.534 -0.723 -0.779 0.21
H -0.813 1.468 1.178 1.168 0.537 0.001 0.23
H 0.005 2.781 2.045 0.007 0.567 0.472 0.20
H 3.397 1.849 0.695 0.883 -0.327 -0.169 0.21
H 2.776 2.650 2.192 0.383 0.009 -0.871 0.22
H 1.458 1.733 -1.568 0.116 -0.217 -0.557 0.20
H -0.139 1.025 -1.367 -0.901 0.561 -0.057 0.22
H 1.379 0.828 2.430 0.770 -0.687 -0.948 0.24
H 2.274 0.006 -0.191 -0.990 -0.119 0.023 0.23
```
Positions in Å, forces in eV/Å.

## Properties
**Relative energy (zero: lowest compared OMol25 entry of this formula, charge and spin)**: 23.8 kcal per mole
**Largest force on an atom**: 8.93 eV/A


Formula: C8H11NO
Source: OMol25
Level of theory: wB97M-V/def2-TZVPD

Structure (XYZ):
```
21
Properties=species:S:1:pos:R:3:forces:R:3:nbo_charge:R:1
C -0.386 1.146 2.726 -0.210 0.122 0.197 -0.63
C -0.122 0.809 1.289 1.070 0.170 1.029 -0.18
C 0.634 -0.277 0.935 -1.016 0.915 0.417 -0.08
C 0.577 -0.855 -0.350 -0.652 0.216 -1.599 -0.21
C 1.229 -2.179 -0.631 -0.289 0.059 -0.092 -0.62
C -0.259 -0.222 -1.255 1.417 -0.684 -0.107 0.31
N -0.834 -0.852 -2.322 0.303 0.126 -0.147 -0.78
C -0.468 1.249 -1.153 -0.582 -0.130 0.413 -0.56
C -0.590 1.741 0.287 -0.540 -0.182 -0.280 0.54
O -1.057 2.847 0.516 0.168 -0.188 -0.006 -0.58
H -1.270 0.587 3.089 0.384 0.254 -0.055 0.21
H 0.468 0.905 3.361 -0.067 -0.092 0.030 0.21
H -0.602 2.212 2.831 0.010 -0.112 0.017 0.24
H 1.150 -0.836 1.709 -0.038 0.007 0.116 0.21
H 1.884 -2.107 -1.506 -0.007 -0.124 0.090 0.21
H 1.820 -2.495 0.227 0.044 -0.032 -0.074 0.22
H 0.491 -2.962 -0.822 0.018 -0.168 -0.015 0.20
H -1.207 -0.283 -3.069 0.102 -0.188 0.081 0.39
H -0.508 -1.772 -2.571 -0.084 0.093 -0.049 0.39
H -1.345 1.575 -1.710 -0.066 0.092 0.025 0.24
H 0.397 1.769 -1.581 0.033 -0.152 0.010 0.27
```
Positions in Å, forces in eV/Å.

## Properties
**Relative energy (zero: lowest compared OMol25 entry of this formula, charge and spin)**: 25.2 kcal per mole
**Largest force on an atom**: 1.74 eV/A
**Structure (SMILES)**: CC1=CC(C)=C(N)CC1=O


no.,E_tot (Eh)
1,-475.663210
2,-701.159173
3,-605.380242
4,-680.484420
5,-947.007838
6,-584.386171
7,-584.397534
8,-694.586105
9,-441.407442